Here is a cluster of 2 separate species, CH3ClO2P in total at a distorted geometry from the OMol25 dataset. Energies are from wB97M-V/def2-TZVPD.

Element x y z (Å)
1 C -0.238 0.126 0.539
2 O -2.538 1.746 -0.109
3 O -2.917 -0.737 0.458
4 P -2.045 0.368 0.054
5 Cl 3.801 0.333 0.151
6 H 0.048 0.977 1.029
7 H -0.275 -0.876 1.280
8 H 0.370 0.040 -0.450

Forces on atoms 1 to 2 (eV/Å):
-1.423 -4.500 -1.936
0.780 -0.440 -0.775

Computed properties:
HOMO = -0.144 Ha
net charge = -1
total energy = -26994.4058 eV
relative energy (zero: lowest compared OMol25 entry of this formula, charge and spin) = 192.6 kJ/mol